Record 1
C39H53N8Ti | ωB97M-V with the def2-TZVPD basis set

XYZ file:
```
101
Properties=species:S:1:pos:R:3:forces:R:3:mulliken_spin:R:1
N -1.284166 3.066104 -2.531446 0.00 -0.15 0.14 0.000
C -0.388361 -3.032492 -2.116384 -0.07 0.09 0.08 -0.058
C -1.886537 -1.172616 -3.184139 -0.05 0.00 0.01 0.013
H -3.262668 2.973575 -3.256317 0.01 0.00 0.01 0.000
H -4.373664 -2.653301 -0.573902 0.00 0.00 -0.01 0.001
H -1.539087 4.611925 4.387886 0.01 -0.01 0.03 0.000
H 0.107750 5.248740 4.562422 -0.02 -0.01 0.00 0.000
H 1.384807 -4.913713 -0.962911 0.00 0.02 -0.01 0.000
C 3.019013 -4.489252 2.666955 0.02 -0.01 0.00 0.004
H -0.370454 5.843783 2.098313 -0.02 -0.01 0.00 0.000
C -3.068069 1.464950 -0.582107 0.13 0.10 -0.02 0.000
H -1.075217 -0.978949 -3.883202 -0.04 -0.03 0.01 -0.005
H -3.608104 -1.370958 0.362950 0.01 0.00 0.01 -0.002
N -0.677533 1.266976 -1.046324 0.09 0.18 -0.12 -0.008
H -1.803905 4.817252 1.838707 0.02 -0.01 0.00 0.000
H -2.204120 -0.214753 -2.772669 0.03 -0.04 -0.02 0.004
H -2.360014 2.372915 3.068839 0.03 0.03 0.06 0.001
N -0.142344 1.949687 1.622302 -0.08 0.07 0.20 -0.002
C 0.697224 -3.132659 -3.149573 0.04 0.00 0.01 0.017
H -2.046757 2.150375 -4.246882 0.00 -0.01 0.01 0.000
N 1.449129 -0.292079 0.459090 -0.33 -0.22 0.17 -0.062
H 1.142343 0.677445 0.427381 -0.05 0.21 -0.05 0.019
C -0.476588 4.365309 4.284558 -0.02 0.00 0.07 0.000
C -4.124391 1.713403 0.276138 -0.08 0.01 -0.04 0.001
H -0.311175 4.502480 0.939541 -0.01 0.04 0.08 0.000
H -3.278052 -4.737446 0.509196 0.00 0.00 0.00 0.000
H 2.185394 3.061765 5.141012 0.00 -0.01 -0.03 0.000
H -4.671417 2.223309 2.286278 0.00 0.00 0.00 0.000
C 0.328342 -5.133004 -0.802156 0.00 0.01 0.01 -0.003
H -5.144145 1.597573 -0.068540 0.00 -0.01 0.00 0.000
H 0.236407 -5.523040 0.209074 -0.02 0.00 0.00 0.001
H -2.723837 -1.578565 -3.758980 0.00 0.00 0.01 -0.001
H 1.248026 -5.158481 3.683221 0.01 -0.01 0.01 -0.001
H 0.392901 3.349887 -4.074169 -0.01 -0.01 -0.01 0.000
H -0.619207 4.144735 -0.893346 -0.03 -0.03 -0.05 0.000
H 1.378231 0.590198 4.794414 0.04 0.03 -0.02 0.000
C -1.468663 1.964061 1.166959 0.01 -0.04 -0.24 0.015
H 4.585588 -3.542575 1.568684 0.01 0.00 -0.01 0.000
C 0.683947 2.319757 -4.252346 0.07 0.02 -0.04 0.001
C 1.650112 -4.530308 2.896938 0.02 -0.02 0.03 0.002
C 1.009674 0.250459 -3.045662 0.04 -0.21 -0.05 0.014
C 1.354327 0.785871 3.717786 0.02 -0.08 0.01 0.001
H -2.134330 3.917671 -4.248631 -0.01 0.00 -0.01 0.000
H -2.385016 4.134738 -1.044486 -0.04 -0.04 0.02 0.000
C 5.116114 -1.136007 -1.387593 0.05 0.01 -0.03 -0.001
C -0.530022 -3.923761 -1.014952 -0.01 0.06 0.01 0.013
N -0.204425 3.950453 2.926954 0.04 -0.08 -0.04 0.000
H 2.048126 0.458711 -2.793893 0.07 0.02 -0.02 -0.006
C 2.647419 -2.849746 0.928647 -0.04 -0.02 0.03 -0.018
H 2.994615 1.433780 -0.797842 -0.02 0.03 -0.01 -0.001
H 0.487512 -2.500053 -4.011276 -0.01 -0.03 0.01 -0.002
H -0.241701 3.556624 4.973363 -0.02 0.05 0.00 0.000
C -0.709479 4.823558 1.897922 -0.04 -0.05 -0.06 0.000
N 0.250858 1.469279 -3.163011 -0.03 -0.02 0.01 0.003
C 4.456220 -2.115924 -0.665743 -0.06 -0.04 0.05 0.001
H 2.293323 0.411245 3.292150 -0.04 -0.01 -0.03 0.000
H 3.209470 2.689656 3.746481 -0.01 0.00 0.00 0.000
C -1.493527 -2.140324 -2.106814 0.07 0.02 0.11 0.062
C 2.724724 -0.567249 -0.103551 0.12 0.01 -0.09 0.001
H 3.698161 -5.089370 3.259880 -0.01 0.00 0.01 0.000
C -2.286714 -2.446661 -0.970385 0.03 -0.01 0.02 -0.036
C -2.339983 -4.280568 0.838248 -0.02 -0.03 0.00 -0.012
H -3.947432 -1.131175 -1.349369 0.02 -0.01 0.00 0.000
H 5.133301 0.936174 -1.954458 0.00 0.00 0.00 0.000
C 0.799165 -3.753190 2.127336 -0.07 0.02 0.00 0.048
H -1.390839 5.099250 -2.162568 -0.02 0.00 0.02 0.000
C -1.698291 -3.556646 -0.303987 0.06 -0.05 -0.11 0.014
N -1.866653 -1.033447 2.649363 -0.01 -0.01 0.04 0.049
H 0.595257 -0.392560 -2.271110 -0.04 0.11 -0.12 0.008
H 0.508107 0.250336 3.295323 -0.04 -0.04 -0.03 0.001
C 0.233915 2.674809 2.633993 -0.04 -0.04 -0.29 0.001
Ti -0.173823 -1.730790 -0.120905 0.14 -0.31 0.19 1.011
C -2.553497 2.176391 2.023037 0.20 0.04 -0.02 -0.003
C -3.858968 2.069506 1.587543 -0.15 0.00 0.03 0.002
H 0.037775 -5.923853 -1.500475 0.00 0.00 -0.01 0.000
H 0.786377 -4.159937 -3.508793 0.00 0.00 0.00 0.000
C -2.229722 3.024091 -3.623451 0.00 0.01 -0.04 0.000
C -1.443458 4.160299 -1.602239 0.04 -0.10 0.02 0.000
H 0.264482 1.990835 -5.208906 0.01 0.01 0.01 0.000
H -1.703128 -5.078974 1.214914 0.01 -0.01 0.00 0.001
C -1.313441 -1.223258 1.649629 0.07 0.09 -0.04 -0.034
H -2.571556 -3.607238 1.664732 0.00 0.02 -0.01 0.001
H -0.261430 -3.779898 2.347473 0.01 -0.02 0.00 0.005
H 1.773495 2.272712 -4.332241 -0.01 0.01 0.00 0.000
H 1.680345 -2.846914 -2.760500 0.00 -0.01 0.01 -0.001
H -3.262260 1.145849 -1.598490 -0.02 0.04 -0.01 0.000
H 4.871337 -3.114749 -0.620759 0.00 -0.01 0.01 0.000
C -1.744080 1.592330 -0.168771 0.09 0.11 0.16 0.005
H 1.399846 -0.589719 1.432719 0.09 0.03 0.06 0.007
C 3.264615 -1.856695 0.013388 0.09 0.09 -0.12 -0.009
N 1.195295 2.204346 3.483837 0.01 0.00 0.07 0.000
C 3.513837 -3.634528 1.699189 -0.02 -0.02 0.03 -0.004
C 1.252282 -2.921172 1.097349 -0.15 0.18 -0.22 -0.075
H 0.996044 -0.290097 -3.996070 0.00 0.04 0.03 -0.003
C 3.412634 0.434079 -0.779885 -0.01 -0.09 0.06 -0.005
H 6.035436 -1.374950 -1.905584 0.01 0.00 -0.01 0.000
C 2.221229 3.052774 4.046154 0.02 0.02 0.08 0.000
H 2.101955 4.071098 3.687181 0.02 0.01 -0.01 0.000
C -0.591286 1.899105 -2.173276 -0.10 0.11 0.08 0.022
C 4.607196 0.152789 -1.424127 -0.03 0.05 0.00 0.001
C -3.620145 -1.861330 -0.610276 -0.02 -0.03 -0.04 0.003
```
Positions in Å, forces in eV/Å.

<S²>: 0.76
Kohn-Sham gap (alpha / beta): 7.70 / 7.79 eV
relative energy (zero: lowest compared OMol25 entry of this formula, charge and spin): 0.4495 eV
multiplicity: 2
DFT total energy: -76340.167 eV


Record 2
C30H42Br2N9OSSe3Si2Te2Zr | ωB97M-V with the def2-TZVPD basis set

XYZ file:
```
93
Properties=species:S:1:pos:R:3:forces:R:3:mulliken_charge:R:1
H 2.004929 -4.669407 -5.306310 -0.01 0.00 0.00 0.367
N 3.415718 5.004395 2.984538 -0.07 -0.09 -0.01 -0.390
H -5.843523 -0.739776 3.875866 0.01 0.01 0.03 0.426
H -0.504951 4.512317 6.292453 -0.02 0.00 -0.02 0.432
N 2.498143 1.629343 1.034331 -0.29 0.57 0.08 0.184
C 1.114889 1.878802 6.345016 0.21 0.02 0.10 -0.938
H 3.586135 4.974204 3.974091 0.02 0.01 -0.01 0.250
C 2.254294 3.872726 -3.139117 0.02 0.04 0.04 -0.675
H -0.166849 0.197625 4.471820 -0.01 -0.07 0.01 0.155
H 1.437934 2.530861 7.160654 0.01 -0.01 -0.03 0.366
H -3.359305 3.294326 2.814003 0.08 0.02 0.03 0.558
Te -1.920197 1.053534 2.798973 -0.05 0.72 0.95 0.218
C 3.307852 -1.248464 -0.745777 0.08 0.06 -0.01 0.480
C -6.475714 2.529149 3.806738 -0.12 0.09 0.08 -1.069
H -6.400488 2.662992 4.888674 -0.02 0.03 -0.03 0.314
Zr 0.316053 0.716419 0.255896 0.45 0.02 -0.91 0.285
C 1.697981 -2.107481 0.657984 -0.33 -0.08 0.41 0.229
Se -1.663366 -1.079496 -0.240132 0.16 0.14 -0.04 -0.574
N -0.449277 -3.748342 -2.072136 -0.14 -0.05 0.00 0.485
C 3.770668 -2.560316 -1.013498 0.08 0.05 0.03 -1.256
C -1.792957 1.790025 7.401548 -0.05 -0.01 0.19 -1.160
H -3.228437 2.672901 4.488751 0.07 0.03 -0.03 0.130
C -0.909303 3.920848 5.465031 -0.11 0.09 -0.20 -0.943
H -4.964749 0.044683 5.193353 0.00 -0.01 -0.02 0.298
H -7.437951 2.054707 3.598014 0.03 0.01 0.00 0.328
N 1.102417 -4.252666 -3.470900 0.08 -0.05 -0.05 0.287
C 0.429476 -5.428507 -3.157230 0.08 0.06 -0.05 -0.334
H -1.587404 0.810073 7.839367 -0.03 0.01 -0.02 0.328
C 2.553413 3.918432 -1.784003 0.00 0.02 -0.16 -0.860
H -0.369847 4.192289 4.558283 0.02 0.02 0.04 0.217
C 2.234111 -4.157176 -4.373930 -0.06 -0.01 0.02 -0.965
C 4.016723 -0.108316 -1.403931 -0.04 0.00 -0.03 -1.276
H -1.283332 -5.724130 -1.804330 0.02 0.01 0.01 0.443
H -2.843181 1.805143 7.094486 0.01 0.00 0.03 0.331
N 2.874394 3.970353 1.014455 -0.05 0.01 -0.01 -0.661
H 2.831906 -0.386509 2.437611 -0.08 0.00 0.03 0.122
C -3.426605 2.412220 3.451635 -0.34 -0.32 -0.18 -0.507
Br -1.396811 -2.566386 3.412485 0.00 0.06 0.03 -0.118
N 3.317402 2.719705 2.994803 -0.02 -0.05 -0.06 -0.717
H -1.669487 2.537300 8.189308 -0.01 -0.02 -0.02 0.336
C 0.682024 -1.801791 1.625782 0.19 0.12 -0.10 -1.180
H -1.040254 -3.166507 -1.486845 0.05 -0.01 0.03 -0.110
H 2.539560 4.688423 -3.790030 0.01 -0.01 0.00 0.463
H 3.072595 4.748662 -1.329089 0.01 -0.01 -0.02 0.604
Se -0.166198 2.665914 2.148244 -0.03 -0.21 -0.02 -0.603
H -4.089411 -0.707126 3.851935 -0.06 -0.02 -0.01 0.163
H 1.336115 2.687314 -4.686541 0.01 0.00 0.01 0.510
C 0.304929 -4.197257 1.873681 -0.04 0.10 0.03 -0.503
Se -1.481156 2.420951 -0.858151 -0.31 -0.11 0.43 -0.321
C 2.171034 2.856730 -0.993990 -0.03 0.09 0.16 0.723
C 3.133839 -3.637674 -0.491812 -0.07 -0.08 0.03 -1.341
H 3.809564 0.826164 -0.898577 0.02 0.00 0.02 -0.059
H -6.482877 3.517215 3.341178 -0.01 -0.02 0.01 0.330
H 3.457882 -4.644125 -0.721965 0.00 0.01 0.00 0.426
Br 1.684481 -6.288361 0.604152 0.05 -0.07 0.00 -0.172
H 1.720619 2.116075 5.464111 0.01 -0.03 0.02 0.138
H -1.756317 0.022002 5.216973 0.02 -0.05 -0.03 0.708
N 3.053558 0.457501 2.934858 0.11 0.00 0.00 -0.115
H 0.702126 -6.373802 -3.591773 0.02 0.02 0.01 0.492
O 0.441009 -0.508632 1.900829 -0.03 -0.55 0.19 -0.393
C 2.956834 1.633785 2.320103 -0.02 -0.22 -0.02 0.296
C -5.170527 1.183994 1.332231 0.00 0.01 -0.12 -0.638
S 0.977950 -1.577144 -2.863397 0.15 -0.08 -0.35 -0.367
H -5.857407 1.885002 0.852259 -0.01 -0.03 0.02 0.372
H 5.092209 -0.287356 -1.396684 -0.01 -0.02 -0.02 0.602
H 0.624167 0.916636 -3.119530 -0.04 -0.01 0.01 0.485
H 4.626290 -2.682766 -1.664212 -0.01 0.01 0.00 0.574
C -4.976927 -0.117881 4.112154 0.09 -0.09 0.08 -0.858
H 3.695840 -0.034573 -2.446359 -0.01 0.00 0.01 0.188
C 0.009454 -2.854809 2.186924 -0.11 -0.14 0.19 0.503
H -5.510361 0.171011 1.107669 -0.04 0.03 0.00 0.328
C 2.537138 2.836859 0.454444 0.13 -0.03 -0.25 0.354
Te -2.337365 0.431787 -2.130332 0.03 -0.02 -0.19 -0.256
H 2.417506 -3.104326 -4.569534 0.00 0.01 0.00 0.308
H -4.203904 1.311006 0.832673 -0.01 -0.03 -0.02 -0.048
Si -0.682084 2.136586 5.948405 -0.01 -0.10 0.05 0.398
C 3.189147 3.862509 2.328898 0.14 0.13 0.02 0.327
C 1.198402 1.764727 -2.770369 0.00 -0.06 0.00 -0.607
H 1.321061 0.848119 6.643790 0.01 0.01 -0.03 0.325
C 2.040945 -3.441167 0.386658 0.27 0.03 -0.23 1.121
C -0.541955 -5.111685 -2.284455 -0.03 0.13 0.05 -0.654
C 1.586383 2.770645 -3.638534 -0.01 -0.02 -0.04 -1.074
N 2.284475 -1.028977 0.053461 -0.39 -0.27 -0.05 1.575
H -0.265544 -4.986621 2.341819 0.00 0.01 0.00 0.448
H 3.404504 0.429481 3.875872 -0.01 -0.01 0.00 0.286
C 0.549644 -3.208931 -2.803550 -0.03 0.01 0.08 -0.194
C -1.085883 0.730717 4.722590 -0.15 -0.04 -0.19 -0.258
C 1.304520 -4.483553 0.999424 0.00 0.06 -0.02 0.147
H 3.120036 -4.605087 -3.923847 0.00 0.00 0.01 0.317
H -1.952169 4.213334 5.334484 0.03 0.02 0.03 0.336
H 3.234786 5.878298 2.524298 0.05 0.01 -0.02 0.242
Si -5.071826 1.495827 3.173823 0.07 0.10 -0.10 0.167
N 1.476933 1.804979 -1.466417 0.42 0.09 0.08 1.368
```
Positions in Å, forces in eV/Å.

net charge: +1
Kohn-Sham gap: 6.00 eV
relative energy (zero: lowest compared OMol25 entry of this formula, charge and spin): 0.8904 eV
DFT total energy: -425836.570 eV